# 1
Computed, not measured: C81H180As4F26N10O4S2 as an isolated structure, with wB97M-V/def2-TZVPD.

As for the total charge: +4. As for the LUMO energy: -7.3 eV.

The geometry in XYZ format:
```
307
C81H180As4F26N10O4S2 (wB97M-V/def2-TZVPD)
C 3.33 3.16 3.59
C 3.55 4.09 4.81
C 4.05 5.55 4.44
N 4.81 6.41 5.49
C 4.93 7.82 4.90
C 5.36 8.88 5.86
C 4.44 8.90 7.08
C 4.38 7.57 7.77
C 3.98 6.42 6.77
C 6.11 5.71 5.88
H 3.21 2.10 3.82
H 4.00 3.31 2.75
H 2.38 3.50 3.17
H 4.27 3.62 5.48
H 2.64 4.19 5.40
H 3.16 6.09 4.11
H 4.71 5.55 3.58
H 3.95 8.06 4.48
H 5.64 7.77 4.08
H 5.25 9.81 5.30
H 6.42 8.85 6.10
H 3.44 9.09 6.69
H 4.73 9.68 7.78
H 3.69 7.60 8.62
H 5.34 7.33 8.24
H 2.96 6.50 6.38
H 3.98 5.40 7.15
H 6.48 5.32 4.93
H 5.86 4.91 6.58
H 6.80 6.44 6.31
C -3.43 -1.35 -1.54
C -2.14 -0.54 -1.48
C -0.81 -1.42 -1.49
N 0.50 -0.62 -1.24
C 0.32 0.21 0.11
C 1.71 0.91 0.52
C 2.85 -0.14 0.51
C 3.04 -0.79 -0.89
C 1.74 -1.51 -1.35
C 0.59 0.44 -2.36
H -3.26 -2.24 -2.13
H -4.26 -0.81 -2.01
H -3.65 -1.71 -0.53
H -2.32 0.24 -0.73
H -2.17 -0.06 -2.45
H -0.59 -2.11 -2.31
H -0.69 -2.03 -0.59
H 0.11 -0.49 0.92
H -0.53 0.89 0.15
H 1.59 1.17 1.57
H 1.89 1.79 -0.10
H 2.77 -0.95 1.24
H 3.81 0.22 0.87
H 3.85 -1.52 -0.86
H 3.43 -0.06 -1.60
H 1.54 -2.46 -0.85
H 1.86 -1.96 -2.34
H 1.46 1.09 -2.30
H -0.24 1.14 -2.24
H 0.58 -0.03 -3.33
C -6.42 -2.84 1.45
C -6.23 -3.27 0.03
C -7.57 -3.13 -0.92
N -7.57 -3.98 -2.25
C -8.74 -3.59 -3.17
C -8.79 -4.25 -4.55
C -7.45 -4.01 -5.30
C -6.21 -4.43 -4.44
C -6.27 -3.64 -3.07
C -7.67 -5.52 -1.93
H -6.99 -3.54 2.07
H -7.14 -2.01 1.43
H -5.51 -2.56 1.97
H -5.69 -4.20 -0.14
H -5.61 -2.59 -0.54
H -7.64 -2.10 -1.26
H -8.52 -3.45 -0.49
H -8.70 -2.51 -3.32
H -9.66 -3.77 -2.61
H -9.52 -3.86 -5.26
H -8.87 -5.33 -4.43
H -7.33 -2.96 -5.56
H -7.40 -4.60 -6.22
H -5.31 -4.08 -4.95
H -6.22 -5.51 -4.31
H -6.35 -2.57 -3.27
H -5.44 -3.60 -2.38
H -8.21 -5.61 -0.99
H -6.62 -5.78 -1.81
H -8.10 -6.22 -2.65
C 0.48 -5.05 -0.07
C -0.50 -5.98 0.53
C -1.04 -5.59 1.97
N -2.32 -6.37 2.50
C -3.49 -5.76 1.65
C -4.87 -6.53 1.96
C -4.68 -8.03 1.58
C -3.57 -8.64 2.50
C -2.26 -7.93 2.43
C -2.54 -6.03 4.01
H 0.15 -4.06 0.26
H 0.41 -5.08 -1.16
H 1.47 -5.20 0.36
H -0.08 -6.98 0.45
H -1.42 -5.97 -0.05
H -1.11 -4.50 1.94
H -0.27 -5.76 2.72
H -3.28 -6.02 0.61
H -3.54 -4.68 1.82
H -5.63 -6.13 1.29
H -5.20 -6.51 3.00
H -4.45 -8.19 0.52
H -5.65 -8.52 1.57
H -3.57 -9.71 2.29
H -3.97 -8.63 3.51
H -1.69 -8.06 1.52
H -1.52 -8.35 3.11
H -3.47 -6.56 4.26
H -2.51 -4.94 4.00
H -1.76 -6.35 4.69
C 0.93 -1.79 -5.86
C -0.53 -1.97 -5.78
C -1.28 -0.82 -6.53
N -2.80 -0.87 -6.46
C -3.32 0.24 -7.48
C -4.88 0.13 -7.67
C -5.44 -1.22 -8.08
C -5.02 -2.20 -7.01
C -3.46 -2.26 -6.85
C -3.35 -0.53 -5.01
H 1.39 -2.53 -5.20
H 1.24 -0.80 -5.54
H 1.27 -2.01 -6.88
H -0.84 -1.99 -4.73
H -0.79 -2.96 -6.16
H -0.95 -0.82 -7.57
H -0.99 0.14 -6.10
H -2.80 -0.01 -8.40
H -2.98 1.25 -7.27
H -5.22 0.69 -8.55
H -5.34 0.54 -6.78
H -5.02 -1.50 -9.05
H -6.53 -1.18 -8.04
H -5.24 -3.23 -7.32
H -5.54 -2.11 -6.06
H -3.00 -2.48 -7.81
H -2.97 -2.98 -6.20
H -4.41 -0.27 -4.93
H -2.82 0.35 -4.66
H -3.10 -1.36 -4.35
C 10.81 0.43 -5.41
C 9.96 0.03 -4.20
C 10.46 0.55 -2.86
N 9.58 0.17 -1.62
C 8.16 0.78 -1.72
C 7.20 0.22 -0.69
C 7.23 -1.35 -0.59
C 8.68 -1.87 -0.37
C 9.50 -1.37 -1.55
C 10.31 0.82 -0.38
H 11.75 -0.08 -5.23
H 11.04 1.49 -5.31
H 10.31 0.18 -6.35
H 9.99 -1.06 -4.24
H 8.92 0.29 -4.37
H 10.46 1.64 -2.86
H 11.46 0.21 -2.59
H 7.77 0.64 -2.73
H 8.31 1.85 -1.55
H 6.15 0.37 -0.95
H 7.32 0.69 0.29
H 6.78 -1.78 -1.48
H 6.59 -1.65 0.24
H 8.57 -2.96 -0.44
H 9.06 -1.56 0.60
H 9.10 -1.77 -2.48
H 10.57 -1.56 -1.53
H 11.28 0.43 -0.08
H 9.70 0.69 0.52
H 10.35 1.89 -0.60
C 0.33 6.38 -5.28
C 1.63 6.44 -4.55
C 1.97 4.96 -4.06
N 3.32 4.82 -3.39
C 3.56 5.88 -2.25
C 4.84 5.59 -1.37
C 4.95 4.08 -0.95
C 4.71 3.11 -2.12
C 3.43 3.28 -2.92
C 4.45 5.00 -4.40
H 0.61 6.00 -6.27
H -0.07 7.38 -5.43
H -0.47 5.80 -4.84
H 1.50 6.94 -3.59
H 2.40 6.95 -5.14
H 1.95 4.28 -4.90
H 1.17 4.76 -3.35
H 2.60 5.88 -1.74
H 3.57 6.82 -2.81
H 4.74 6.31 -0.56
H 5.69 5.78 -2.02
H 4.20 3.90 -0.19
H 5.83 3.81 -0.37
H 4.74 2.09 -1.74
H 5.53 3.04 -2.84
H 2.56 3.01 -2.34
H 3.52 2.67 -3.82
H 4.48 4.19 -5.12
H 5.36 5.04 -3.80
H 4.33 5.94 -4.93
C -4.93 -0.84 4.88
C -4.85 0.62 4.32
C -5.48 0.65 2.87
N -5.74 2.11 2.35
C -4.41 2.92 2.19
C -3.52 2.35 1.02
C -4.29 2.22 -0.30
C -5.49 1.40 -0.18
C -6.43 1.94 0.92
C -6.72 2.78 3.29
H -4.21 -1.59 4.57
H -5.85 -1.35 4.58
H -4.82 -0.86 5.96
H -3.81 0.92 4.26
H -5.38 1.39 4.88
H -6.46 0.18 2.82
H -4.88 0.14 2.11
H -3.86 2.87 3.13
H -4.77 3.94 2.00
H -2.99 1.42 1.25
H -2.64 2.96 0.86
H -3.60 2.12 -1.14
H -4.70 3.19 -0.58
H -5.29 0.33 -0.23
H -6.02 1.48 -1.12
H -7.29 1.30 1.13
H -6.87 2.88 0.60
H -7.29 3.53 2.75
H -6.07 3.32 3.97
H -7.36 2.05 3.80
C -0.87 2.44 3.69
C -0.23 1.99 5.00
C -0.75 0.68 5.58
N 0.12 0.02 6.70
C -0.71 -1.14 7.30
C -0.90 -2.37 6.33
C 0.44 -2.89 5.67
C 1.24 -1.67 5.13
C 1.47 -0.50 6.17
C 0.50 0.97 7.94
H -0.19 2.98 3.03
H -1.71 3.05 4.02
H -1.22 1.58 3.12
H -0.28 2.80 5.73
H 0.85 1.96 4.88
H -0.89 -0.11 4.84
H -1.74 0.86 6.00
H -1.58 -0.80 7.85
H -0.15 -1.60 8.12
H -1.62 -2.23 5.52
H -1.36 -3.15 6.94
H 0.21 -3.60 4.88
H 0.94 -3.48 6.44
H 0.95 -1.19 4.19
H 2.21 -2.09 4.85
H 2.01 0.32 5.69
H 2.14 -0.78 6.99
H 1.16 1.77 7.60
H 0.85 0.35 8.76
H -0.48 1.40 8.17
As 5.07 -5.24 0.33
F 3.69 -5.62 -0.76
F 4.61 -6.77 1.23
F 6.39 -4.89 1.47
F 5.32 -3.87 -0.71
F 3.86 -4.13 1.22
F 6.33 -6.20 -0.67
As 5.45 -0.37 4.13
F 5.48 0.95 2.91
F 7.00 0.33 4.73
F 5.58 -1.56 5.46
F 3.86 -1.00 3.47
F 6.42 -1.43 2.99
F 4.54 0.75 5.25
As -8.03 0.54 -4.19
F -8.03 1.80 -2.91
F -9.33 1.32 -5.18
F -8.08 -0.83 -5.41
F -6.68 -0.26 -3.29
F -9.31 -0.25 -3.22
F -6.82 1.49 -5.17
As -2.27 -5.14 -3.37
F -2.57 -4.60 -1.65
F -3.11 -3.70 -4.02
F -2.02 -5.51 -5.11
F -1.54 -6.69 -2.88
F -3.84 -6.06 -3.46
F -0.74 -4.29 -3.24
N 0.69 6.84 0.27
S 0.35 5.36 0.23
O -0.83 4.96 1.03
O 1.40 4.33 0.27
F -0.09 5.29 -1.32
S 1.78 6.63 1.61
O 3.21 6.57 1.31
O 1.34 5.86 2.75
F 1.72 8.22 2.09
```

=====

# 2
Computed, not measured: C19H31ClIrN2O as an isolated structure, with wB97M-V/def2-TZVPD.

Its expectation value of S² is 8.80. The spin multiplicity is 6. As for the total charge: +2. As for the LUMO energy (alpha / beta): -4.7 / -10.5 eV. The value obtained for the energy relative to the best compared isomer or geometry (same formula, charge and spin) is 0.0 kJ/mol.

The geometry in XYZ format:
```
55
C19H31ClIrN2O (wB97M-V/def2-TZVPD)
C -4.34 -2.43 -2.56
C -5.25 -2.82 -1.39
C -4.96 -1.37 -3.48
C -3.78 -3.65 -3.31
Cl -2.94 -1.55 -1.78
H -5.84 -1.74 -4.02
H -4.22 -1.03 -4.23
H -5.28 -0.49 -2.89
H -6.16 -3.33 -1.72
H -5.57 -1.92 -0.83
H -4.73 -3.50 -0.69
H -4.56 -4.23 -3.83
H -3.30 -4.35 -2.60
H -3.04 -3.34 -4.07
C -0.77 1.59 0.91
C -1.39 2.34 -0.16
C -2.66 1.72 -0.47
H -0.97 3.21 -0.68
C -2.83 0.60 0.41
C -1.64 0.48 1.24
H -1.48 -0.29 1.99
H 0.17 1.85 1.44
H -3.35 2.09 -1.22
H -3.67 -0.07 0.51
C 1.58 -0.64 -0.81
C 1.77 0.72 -1.06
C 0.75 1.15 -2.00
H 2.54 1.36 -0.67
C 0.06 -0.04 -2.48
C 0.41 -1.12 -1.52
H 0.13 -2.17 -1.67
H 2.21 -1.27 -0.18
H 0.62 2.15 -2.42
H -0.47 -0.15 -3.42
Ir -0.95 0.34 -0.79
C 4.75 2.28 1.47
N 3.55 2.25 2.27
C 2.73 3.45 2.30
C 2.90 1.06 2.57
O 1.67 1.02 2.75
N 3.69 -0.08 2.71
C 4.94 -0.01 3.45
C 2.94 -1.31 2.80
H 5.59 2.75 2.02
H 4.61 2.82 0.54
H 5.00 1.25 1.25
H 1.86 3.37 1.63
H 2.37 3.60 3.32
H 3.30 4.33 2.00
H 5.13 -0.97 3.93
H 5.78 0.23 2.79
H 4.89 0.78 4.23
H 2.27 -1.34 3.69
H 2.31 -1.41 1.91
H 3.63 -2.17 2.85
```